This record from the OMol25 dataset describes a cluster of 7 separate species, C31H58N6O11 in total in a non-equilibrium geometry. The level of theory is the ωB97M-V functional and the def2-TZVPD basis.

Output
Calculated total energy   -64537.45314 eV
Frontier orbital gap   8.666 eV
Highest occupied orbital energy   -8.160 eV
F_max   8.86 eV/A
Molecular weight   690.84 g/mol

Element x y z (Å)
1 C 0.949 -2.734 -0.797
2 C 1.323 -1.240 -1.448
3 O 2.571 -0.813 -1.247
4 O 0.270 -0.561 -2.219
5 C 0.221 0.884 -1.957
6 C -0.918 1.318 -0.819
7 C -2.338 1.783 -1.565
8 O -3.288 2.333 -0.586
9 C -4.699 2.186 -1.073
10 O -4.924 2.221 -2.400
11 O -5.722 2.015 -0.029
12 C -7.089 2.174 -0.551
13 C -7.594 0.653 -1.012
14 C -8.372 0.344 -2.445
15 C -8.770 -1.237 -2.758
16 C -8.426 -2.485 -1.727
17 C -7.658 -2.095 -0.305
18 C -7.229 -0.558 0.079
19 H -0.175 -3.022 -0.962
20 H 1.585 -3.512 -1.441
21 H 1.301 -2.816 0.326
22 H -0.163 1.389 -2.969
23 H 1.251 1.387 -1.723
24 H -1.071 0.423 -0.069
25 H -0.452 2.236 -0.215
26 H -2.716 0.847 -2.157
27 H -2.068 2.657 -2.310
28 H -7.747 2.563 0.365
29 H -7.210 2.978 -1.393
30 H -8.626 1.201 -3.221
31 H -9.346 -1.503 -3.759
32 H -8.688 -3.618 -1.945
33 H -7.394 -2.937 0.487
34 H -6.652 -0.282 1.086
35 C -7.725 3.394 -5.320
36 O -8.012 3.177 -4.150
37 N -6.661 4.155 -5.755
38 C -6.389 4.365 -7.162
39 C -5.787 4.766 -4.775
40 H -8.324 2.977 -6.147
41 H -5.391 3.980 -7.390
42 H -6.427 5.437 -7.373
43 H -7.124 3.849 -7.786
44 H -5.346 3.980 -4.153
45 H -6.377 5.430 -4.137
46 H -4.994 5.335 -5.266
47 C 2.320 1.982 1.057
48 O 1.596 2.941 0.824
49 N 2.721 1.568 2.309
50 C 3.581 0.419 2.501
51 C 2.267 2.304 3.471
52 H 2.721 1.353 0.245
53 H 3.057 -0.316 3.119
54 H 4.494 0.742 3.009
55 H 3.845 -0.039 1.544
56 H 1.174 2.289 3.498
57 H 2.604 3.342 3.388
58 H 2.664 1.860 4.388
59 C 6.447 1.264 4.880
60 O 6.112 2.397 5.202
61 N 6.638 0.209 5.747
62 C 7.036 -1.104 5.285
63 C 6.433 0.419 7.165
64 H 6.629 0.996 3.826
65 H 6.269 -1.828 5.573
66 H 7.988 -1.370 5.753
67 H 7.154 -1.120 4.198
68 H 5.403 0.748 7.331
69 H 7.113 1.204 7.510
70 H 6.620 -0.502 7.723
71 C 9.049 -0.083 9.954
72 O 7.966 -0.628 9.787
73 N 10.148 -0.218 9.133
74 C 11.397 0.463 9.401
75 C 10.052 -1.067 7.964
76 H 9.231 0.585 10.813
77 H 11.634 1.114 8.555
78 H 12.187 -0.283 9.524
79 H 11.330 1.067 10.310
80 H 9.251 -0.694 7.318
81 H 9.802 -2.084 8.283
82 H 10.996 -1.075 7.414
83 C -2.907 2.881 -6.472
84 O -2.667 3.821 -5.725
85 N -3.216 1.599 -6.071
86 C -3.487 0.540 -7.020
87 C -3.270 1.300 -4.655
88 H -2.892 2.999 -7.568
89 H -4.499 0.161 -6.847
90 H -2.762 -0.265 -6.869
91 H -3.412 0.904 -8.048
92 H -4.023 1.939 -4.185
93 H -2.295 1.516 -4.207
94 H -3.525 0.249 -4.491
95 C 0.747 -6.139 -2.942
96 O 0.412 -5.006 -2.620
97 N 0.938 -7.194 -2.075
98 C 1.336 -8.507 -2.538
99 C 0.733 -6.984 -0.657
100 H 0.929 -6.407 -3.996
101 H 0.569 -9.231 -2.249
102 H 2.288 -8.773 -2.069
103 H 1.454 -8.523 -3.624
104 H -0.297 -6.655 -0.491
105 H 1.413 -6.199 -0.312
106 H 0.920 -7.905 -0.099